72
Properties=species:S:1:pos:R:3:mulliken_charge:R:1 method="wB97M-V/def2-TZVPD" total_charge=0 gap_ev=5.9 lumo_energy_ha=-0.0170 total_energy_ev=-74103.0062 de_lowest_kcal_mol=11.09 max_force_ev_per_a=1.112
Rb 0.2475 0.3093 -0.4311 0.62
C -2.3412 1.5371 -2.7542 -0.87
O -1.7017 1.9088 -1.5475 0.00
C -1.9273 3.1824 -1.0768 0.73
C -2.5825 4.1395 -1.8405 -0.65
C -2.7885 5.4178 -1.3355 -0.68
C -2.3325 5.7381 -0.0705 -0.89
C -1.6752 4.7793 0.6857 -0.11
C -1.4640 3.4907 0.2135 -0.07
N -0.7433 2.4945 0.9716 0.10
N -0.7837 2.7864 2.2011 -0.20
C -0.0761 2.1096 3.1597 -0.43
C 0.9375 1.1312 2.9419 0.35
O 1.1973 0.5963 1.8250 -0.66
C 1.7378 0.7505 4.0955 -0.60
C 1.4767 1.1982 5.3373 -0.93
C 0.4000 2.1092 5.5950 0.97
C 0.1194 2.5423 6.9026 -0.84
C -0.9009 3.4244 7.1513 -0.53
C -1.6659 3.8924 6.0722 -0.67
C -1.4085 3.4805 4.7883 -0.47
C -0.3616 2.5742 4.5067 0.71
H -3.4202 1.6928 -2.6886 0.50
H -2.1446 0.4758 -2.8873 -0.01
H -1.9439 2.0922 -3.6090 0.36
H -2.9503 3.8972 -2.8259 0.38
H -3.3001 6.1538 -1.9417 0.40
H -2.4750 6.7336 0.3282 0.38
H -1.3001 5.0155 1.6717 0.46
H 2.5590 0.0729 3.9042 0.55
H 2.0877 0.8743 6.1739 0.36
H 0.7290 2.1625 7.7150 0.36
H -1.1157 3.7511 8.1600 0.38
H -2.4791 4.5855 6.2514 0.39
H -2.0148 3.8404 3.9702 0.44
C 0.8028 -5.6078 -2.8347 -1.32
C -0.3180 -5.0580 -2.0368 1.04
N -1.4206 -5.6765 -1.7528 -0.82
N -2.1337 -4.7698 -1.0245 0.21
C -1.5057 -3.5948 -0.8343 0.18
S -2.0030 -2.2558 0.0323 -0.37
N -0.3292 -3.7912 -1.5060 0.39
N 0.6387 -2.7898 -1.6298 -0.43
H 0.5897 -6.6506 -3.0543 0.35
H 1.7435 -5.5496 -2.2846 0.31
H 0.9202 -5.0750 -3.7805 0.30
H -3.0375 -5.0031 -0.6531 0.17
H 1.2997 -3.0821 -2.3402 0.16
H 1.1422 -2.6946 -0.7441 0.02
N -2.3244 -3.0652 -6.2385 -0.47
C -1.6353 -2.1973 -5.9365 -0.01
C -0.7666 -1.1177 -5.5384 0.29
C -0.4027 -0.1177 -6.4323 -0.46
C 0.4502 0.8737 -5.9828 -0.48
C 0.9071 0.8127 -4.6728 -0.42
N 0.5597 -0.1420 -3.8109 0.04
C -0.2724 -1.0843 -4.2379 -0.22
H -0.7820 -0.1223 -7.4449 0.51
H 0.7627 1.6787 -6.6321 0.43
H 1.5846 1.5701 -4.2958 0.37
H -0.5703 -1.8320 -3.5133 0.48
Cl 2.9348 -2.8890 4.4229 -0.20
C 3.3214 -2.9760 2.7379 0.09
C 4.3748 -3.7566 2.3049 -0.28
C 4.6189 -3.8158 0.9425 -0.59
C 3.7959 -3.0999 0.0927 -0.27
N 2.7898 -2.3302 0.5126 -0.27
C 2.5528 -2.2648 1.8223 -0.35
H 4.9779 -4.3020 3.0178 0.43
H 5.4289 -4.4129 0.5473 0.37
H 3.9602 -3.1384 -0.9793 0.40
H 1.7499 -1.6130 2.1444 0.59